The following is a quantum chemistry calculation of C15H29N2O7S3Ti as an isolated structure in a non-equilibrium geometry, from the Open Molecules 2025 dataset.

The geometry in ORCA input format:
```
! wB97M-V def2-TZVPD RIJCOSX def2/J DEFGRID3
* xyz 1 3
Ti -0.093 0.250 -0.184
C -0.856 -2.510 1.481
C -0.390 -2.942 0.084
O -0.450 -1.841 -0.820
C -1.477 -2.002 -1.802
C -1.421 -0.797 -2.726
O -1.434 0.336 -1.873
C -1.621 1.557 -2.565
C -1.725 2.628 -1.489
O -0.531 2.518 -0.737
C -0.512 3.301 0.445
C 0.429 2.593 1.451
O 1.142 1.589 0.748
C 2.559 1.605 0.820
C 2.994 0.413 1.666
O 2.358 -0.705 1.074
C 2.293 -1.840 1.914
C 1.024 -1.751 2.782
O -0.106 -1.423 1.994
H -0.826 -3.367 2.167
H -1.889 -2.146 1.397
H -1.030 -3.761 -0.263
H 0.648 -3.292 0.105
H -2.459 -2.010 -1.304
H -1.310 -2.920 -2.380
H -2.311 -0.783 -3.372
H -0.507 -0.803 -3.343
H -2.542 1.508 -3.162
H -0.760 1.758 -3.223
H -2.595 2.411 -0.851
H -1.816 3.627 -1.936
H -1.517 3.357 0.877
H -0.153 4.313 0.199
H -0.182 2.093 2.218
H 1.121 3.310 1.901
H 2.930 2.552 1.223
H 2.938 1.463 -0.200
H 2.670 0.549 2.706
H 4.085 0.287 1.638
H 3.190 -1.930 2.538
H 2.249 -2.703 1.245
H 1.121 -0.924 3.494
H 0.867 -2.681 3.340
S 1.680 -0.091 -1.914
C 1.975 1.254 -2.880
N 2.162 1.149 -4.241
C 3.029 2.159 -4.826
C 2.906 3.420 -3.971
S 2.221 2.908 -2.348
H 2.314 0.203 -4.566
H 2.701 2.357 -5.850
H 4.070 1.807 -4.865
H 2.206 4.139 -4.393
H 3.867 3.902 -3.806
O -3.368 -0.887 0.125
S -2.991 0.248 1.024
N -1.506 0.577 0.914
*
```

Values from the calculation:
LUMO (alpha / beta): -2.76 / -2.72 eV
frontier orbital gap (alpha / beta): 5.6 / 8.5 eV
maximum force: 3.264 eV/A
relative energy (zero: lowest compared OMol25 entry of this formula, charge and spin): 66.21 kJ/mol
HOMO level (alpha / beta): -8.39 / -11.23 eV


The following is a quantum chemistry calculation of C66H144CaF8N10O16S8 as an isolated structure in a non-equilibrium geometry, from the Open Molecules 2025 dataset.

The geometry in ORCA input format:
```
! wB97M-V def2-TZVPD RIJCOSX def2/J DEFGRID3
* xyz 5 2
Ca 1.682 0.907 -3.944
C 0.171 1.314 2.710
C 1.051 2.517 2.830
C 2.060 2.339 3.983
C 2.584 3.713 4.431
N 3.395 3.760 5.761
C 3.622 5.196 6.330
C 3.923 4.970 7.769
C 2.945 3.877 8.200
C 2.564 3.145 6.933
C 4.642 2.861 5.600
C 5.649 3.418 4.600
C 7.042 2.799 4.958
H 0.579 0.370 2.351
H -0.621 1.572 2.006
H -0.248 1.203 3.710
H 0.456 3.396 3.079
H 1.531 2.690 1.868
H 2.983 1.846 3.679
H 1.626 1.885 4.874
H 1.850 4.504 4.280
H 3.344 4.022 3.712
H 4.362 5.804 5.810
H 2.608 5.592 6.279
H 4.941 4.593 7.676
H 3.887 5.915 8.311
H 3.365 3.185 8.929
H 2.073 4.389 8.606
H 2.814 2.088 7.027
H 1.541 3.342 6.611
H 4.257 1.889 5.295
H 5.022 2.921 6.620
H 5.800 4.495 4.521
H 5.208 3.081 3.661
H 7.521 3.273 5.815
H 7.567 2.779 4.003
H 6.732 1.764 5.100
C 0.455 5.887 0.797
C -0.792 5.021 0.874
C -1.814 5.388 -0.234
C -1.413 4.985 -1.722
N -2.427 5.430 -2.759
C -1.917 4.943 -4.077
C -1.947 6.121 -5.002
C -2.449 7.361 -4.222
C -2.569 6.933 -2.737
C -3.767 4.820 -2.446
C -4.861 5.184 -3.561
C -5.784 3.908 -3.652
H 0.927 5.569 -0.133
H 1.073 5.620 1.655
H 0.253 6.957 0.757
H -1.335 5.037 1.819
H -0.477 3.984 0.992
H -2.234 6.388 -0.132
H -2.683 4.783 0.025
H -1.314 3.916 -1.909
H -0.455 5.475 -1.897
H -2.578 4.097 -4.267
H -0.902 4.570 -3.945
H -2.520 5.948 -5.913
H -0.900 6.200 -5.294
H -3.371 7.777 -4.629
H -1.698 8.141 -4.344
H -3.491 7.317 -2.299
H -1.702 7.338 -2.215
H -4.106 5.378 -1.573
H -3.624 3.788 -2.124
H -4.522 5.360 -4.582
H -5.402 6.125 -3.467
H -5.047 3.111 -3.752
H -6.410 4.041 -4.534
H -6.330 3.695 -2.734
C -0.382 -3.122 -4.261
C -0.997 -3.030 -5.735
C -2.498 -3.209 -5.825
C -3.226 -2.191 -4.920
N -4.823 -1.818 -5.163
C -5.268 -0.584 -4.294
C -5.348 0.595 -5.290
C -4.869 0.073 -6.637
C -5.156 -1.378 -6.651
C -5.680 -3.091 -4.824
C -5.711 -3.472 -3.208
C -7.165 -4.066 -2.873
H 0.631 -2.757 -4.088
H -0.631 -4.088 -3.821
H -0.915 -2.367 -3.685
H -0.390 -3.700 -6.345
H -0.779 -2.079 -6.222
H -2.858 -4.128 -5.363
H -2.801 -3.069 -6.862
H -2.688 -1.243 -4.955
H -3.303 -2.561 -3.898
H -6.216 -0.739 -3.780
H -4.551 -0.437 -3.486
H -6.309 1.085 -5.451
H -4.583 1.327 -5.032
H -5.329 0.467 -7.543
H -3.784 0.175 -6.651
H -6.178 -1.599 -6.959
H -4.443 -1.858 -7.321
H -5.295 -3.981 -5.322
H -6.634 -2.798 -5.261
H -5.602 -2.611 -2.549
H -4.926 -4.206 -3.027
H -8.002 -3.453 -3.207
H -7.248 -4.193 -1.793
H -7.095 -4.998 -3.433
C 0.439 -2.787 2.436
C 1.020 -4.130 3.075
C 1.938 -4.884 2.152
C 1.337 -5.143 0.708
N 2.314 -5.916 -0.274
C 3.438 -6.791 0.371
C 4.781 -6.047 0.291
C 4.536 -4.725 -0.371
C 3.082 -4.859 -1.002
C 1.367 -6.814 -1.086
C 0.322 -5.978 -1.927
C -1.082 -6.514 -1.717
H -0.248 -2.311 3.136
H -0.137 -2.865 1.514
H 1.220 -2.054 2.229
H 0.301 -4.809 3.533
H 1.469 -3.817 4.017
H 2.133 -5.892 2.517
H 2.884 -4.341 2.179
H 1.086 -4.222 0.182
H 0.429 -5.746 0.728
H 3.451 -7.745 -0.156
H 3.026 -7.246 1.272
H 5.465 -6.702 -0.249
H 5.217 -5.973 1.288
H 5.367 -4.447 -1.019
H 4.452 -3.965 0.406
H 3.167 -5.387 -1.951
H 2.501 -3.951 -1.164
H 0.984 -7.447 -0.284
H 1.813 -7.515 -1.791
H 0.576 -6.133 -2.976
H 0.409 -4.893 -1.870
H -1.133 -7.435 -2.298
H -1.766 -5.863 -2.261
H -1.245 -6.379 -0.648
C 9.066 -2.054 5.303
C 7.738 -1.370 4.931
C 7.589 -1.166 3.368
C 6.509 -0.162 2.920
N 6.366 -0.184 1.360
C 5.555 -1.423 0.938
C 4.035 -1.163 1.234
C 3.965 0.240 0.714
C 5.321 0.880 0.998
C 7.627 -0.087 0.469
C 8.431 1.229 0.593
C 9.798 0.996 -0.196
H 9.068 -2.105 6.392
H 10.035 -1.731 4.923
H 8.910 -3.132 5.249
H 7.647 -0.437 5.488
H 7.010 -2.084 5.318
H 7.651 -2.155 2.913
H 8.465 -0.566 3.123
H 6.889 0.835 3.139
H 5.497 -0.310 3.298
H 5.537 -1.600 -0.138
H 6.076 -2.251 1.418
H 3.432 -1.892 0.692
H 3.774 -1.321 2.281
H 3.855 0.273 -0.370
H 3.231 0.786 1.307
H 5.652 1.537 0.194
H 5.275 1.597 1.818
H 7.261 -0.342 -0.526
H 8.192 -1.007 0.618
H 8.554 1.294 1.674
H 7.723 1.863 0.061
H 10.351 0.180 0.270
H 10.295 1.965 -0.241
H 9.633 0.632 -1.210
C -2.975 1.864 4.412
C -2.670 0.450 4.973
C -3.328 -0.764 4.110
C -4.815 -0.541 3.826
N -5.534 -1.755 3.290
C -6.905 -1.348 2.743
C -7.898 -2.293 3.480
C -7.253 -2.515 4.840
C -5.844 -2.626 4.526
C -4.805 -2.645 2.293
C -4.368 -1.883 0.948
C -3.597 -2.916 -0.006
H -2.450 2.653 4.951
H -4.023 2.155 4.482
H -2.682 1.979 3.369
H -2.922 0.437 6.033
H -1.583 0.430 4.894
H -3.121 -1.646 4.717
H -2.856 -0.937 3.143
H -4.946 0.209 3.046
H -5.400 -0.055 4.607
H -7.028 -1.468 1.667
H -7.056 -0.297 2.992
H -7.907 -3.235 2.931
H -8.837 -1.742 3.529
H -7.854 -3.325 5.253
H -7.517 -1.740 5.559
H -5.668 -3.680 4.309
H -5.014 -2.415 5.201
H -5.451 -3.515 2.174
H -3.914 -3.058 2.767
H -3.835 -0.942 1.081
H -5.290 -1.569 0.459
H -3.411 -2.478 -0.987
H -4.183 -3.829 -0.110
H -2.587 -3.283 0.176
N 2.753 -0.938 -4.708
S 3.912 -1.914 -4.360
O 5.186 -2.000 -5.063
O 3.566 -3.099 -3.540
F 4.453 -0.882 -3.198
S 2.863 -1.376 -6.322
O 2.519 -2.760 -6.590
O 3.880 -0.746 -7.185
F 1.457 -0.630 -6.792
N 0.267 0.191 -2.445
S 0.446 -1.096 -1.193
O -0.237 -2.375 -1.339
O 0.945 -0.599 0.084
F 1.892 -1.528 -1.728
S -1.055 0.544 -1.972
O -1.160 1.457 -0.872
O -2.217 -0.360 -2.261
F -1.335 1.666 -3.127
N -6.089 1.406 0.954
S -4.967 1.923 -0.094
O -4.626 3.318 -0.047
O -4.838 1.379 -1.459
F -3.615 1.311 0.684
S -7.153 1.158 -0.046
O -7.295 -0.192 -0.586
O -7.652 2.273 -0.790
F -8.346 0.975 1.146
N 0.874 1.962 -5.560
S -0.562 1.793 -6.441
O -0.582 1.453 -7.860
O -1.675 2.612 -6.030
F -0.974 0.431 -5.661
S 1.395 3.126 -6.405
O 0.574 4.265 -6.823
O 2.530 2.729 -7.232
F 2.125 3.905 -5.147
*
```

Values from the calculation:
LUMO (alpha / beta): -10.92 / -15.42 eV
frontier orbital gap (alpha / beta): 7.8 / 3.3 eV
maximum force: 14.681 eV/A
HOMO level (alpha / beta): -18.76 / -18.76 eV


The following is a quantum chemistry calculation of a single CH4N2 molecule in a non-equilibrium geometry, from the Open Molecules 2025 dataset.

The geometry in ORCA input format:
```
! wB97M-V def2-TZVPD RIJCOSX def2/J DEFGRID3
* xyz 0 1
C -0.087 -0.210 -1.041
H 0.556 0.806 1.732
H -0.495 -0.346 1.276
H -0.090 0.015 -2.166
H -0.782 -0.959 -0.661
N 0.446 0.108 1.040
N 0.452 0.586 -0.181
*
```

Values from the calculation:
LUMO: 1.23 eV
frontier orbital gap: 10.3 eV
structure (SMILES): C=NN
maximum force: 4.289 eV/A
relative energy (zero: lowest compared OMol25 entry of this formula, charge and spin): 261.37 kJ/mol
HOMO level: -9.10 eV


The following is a quantum chemistry calculation of a single C4H11N4OP molecule in a non-equilibrium geometry, from the Open Molecules 2025 dataset.

The geometry in ORCA input format:
```
! wB97M-V def2-TZVPD RIJCOSX def2/J DEFGRID3
* xyz 0 1
C -1.194 -1.957 -1.053
C -0.400 1.527 -1.967
C -1.159 -0.717 -1.569
C -0.468 0.449 -1.217
N -0.700 2.106 2.256
N 2.392 -1.711 0.337
N -0.515 0.785 1.743
N 1.334 -1.115 1.211
O 1.805 1.385 0.525
P 0.707 0.372 0.660
H -1.852 -2.724 -1.461
H -0.471 -2.214 -0.267
H -0.066 2.528 -1.862
H -1.105 1.501 -2.804
H -1.862 -0.477 -2.402
H -0.675 2.121 3.338
H 0.107 2.715 1.929
H 1.896 -2.159 -0.458
H 2.981 -0.957 0.075
H -1.392 0.374 1.523
H 0.635 -1.832 1.464
*
```

Values from the calculation:
LUMO: 0.40 eV
frontier orbital gap: 9.2 eV
structure (SMILES): C=CC(=C)P(=O)(NN)NN
maximum force: 5.603 eV/A
relative energy (zero: lowest compared OMol25 entry of this formula, charge and spin): 0.00 kJ/mol
HOMO level: -8.80 eV


The following is a quantum chemistry calculation of a single C8H10N2O4 molecule, from the Open Molecules 2025 dataset.

The geometry in ORCA input format:
```
! wB97M-V def2-TZVPD RIJCOSX def2/J DEFGRID3
* xyz 0 1
C 3.603 -2.131 -1.489
C 3.023 -1.349 -0.599
C 2.038 -1.836 0.420
H 1.849 -2.906 0.289
H 2.394 -1.635 1.434
O 0.798 -1.123 0.323
C -0.058 -1.539 -0.619
O 0.152 -2.458 -1.367
C -1.303 -0.735 -0.632
C -1.623 0.151 0.309
C -2.915 0.884 0.275
O -3.935 0.394 -0.150
N -2.922 2.152 0.812
C -1.909 3.043 1.191
O -2.163 3.979 1.906
N -0.672 2.786 0.702
H -0.519 2.151 -0.062
H 0.037 3.471 0.903
H -3.852 2.528 0.970
H -0.981 0.318 1.162
H -1.964 -0.926 -1.466
H 3.219 -0.285 -0.571
H 4.305 -1.747 -2.209
H 3.398 -3.187 -1.532
*
```

Values from the calculation:
LUMO: -0.48 eV
frontier orbital gap: 9.8 eV
structure (SMILES): C=CCOC(=O)/C=C/C(=O)NC(N)=O
maximum force: 0.607 eV/A
relative energy (zero: lowest compared OMol25 entry of this formula, charge and spin): 0.00 kJ/mol
HOMO level: -10.30 eV


The following is a quantum chemistry calculation of a 2-piece molecular cluster, C11H15N overall in a non-equilibrium geometry, from the Open Molecules 2025 dataset.

The geometry in ORCA input format:
```
! wB97M-V def2-TZVPD RIJCOSX def2/J DEFGRID3
* xyz -1 2
C -0.898 0.314 -3.265
C 1.106 1.207 -0.279
C 0.807 0.337 -1.348
C -0.011 1.028 -2.285
C -0.155 2.303 -1.791
C 1.739 0.918 0.948
C 2.091 -0.426 1.154
C 1.314 -0.994 -1.091
C 1.768 -1.375 0.169
N 0.610 2.481 -0.638
H 0.645 3.304 -0.062
H 2.137 1.793 1.453
H -0.453 3.237 -2.251
H 2.502 -0.802 2.085
H 0.995 -1.752 -1.815
H -1.521 1.010 -3.812
H -1.537 -0.294 -2.596
H 2.082 -2.383 0.403
H -0.424 -0.450 -3.880
C -1.661 -0.479 2.601
C -1.541 -1.920 2.139
H -1.965 -0.404 3.653
H -0.771 0.117 2.390
H -2.455 0.092 2.104
H -2.220 -2.595 2.655
H -1.635 -1.941 1.049
H -0.549 -2.326 2.309
*
```

Values from the calculation:
LUMO (alpha / beta): 3.92 / 3.79 eV
frontier orbital gap (alpha / beta): 3.4 / 6.8 eV
maximum force: 2.503 eV/A
relative energy (zero: lowest compared OMol25 entry of this formula, charge and spin): 65.20 kJ/mol
HOMO level (alpha / beta): 0.57 / -2.97 eV


So what do the calculations give for DFT total energy? Going down the list: -88951.819 -245237.620 -4080.173 -21619.912 -19628.431 -13138.889 eV.